79
Properties=species:S:1:pos:R:3:forces:R:3 method="wB97M-V/def2-TZVPD" charge=-1 homo_lumo_gap_ev=6.74 lumo_energy_ev=2.0 relative_energy_kj_mol=121.9
Rb 0.2855 0.2889 0.8193 -0.8 0.0 0.3
C -4.2056 -0.8794 2.6504 0.3 -0.1 -0.1
C -5.2529 -0.4819 1.6178 0.1 0.3 -0.2
S -4.6225 0.6895 0.3740 0.0 -0.1 0.0
C -5.1181 -0.0945 -1.1882 0.0 0.1 0.3
C -4.5614 -1.4845 -1.4701 0.4 0.0 0.0
S -2.7404 -1.5779 -1.3489 -0.2 -0.1 0.1
C -2.5415 -3.0513 -0.3005 -0.1 0.3 -0.1
C -3.1759 -3.0006 1.0855 0.2 0.3 0.1
S -2.6298 -1.5494 2.0450 -0.1 -0.2 -0.1
H -4.6417 -1.5989 3.3459 -0.1 0.1 0.1
H -3.8832 -0.0025 3.2144 -0.1 0.0 0.1
H -6.0773 0.0102 2.1365 -0.1 -0.1 0.0
H -5.6575 -1.3489 1.0956 0.0 0.0 0.0
H -4.7623 0.6118 -1.9409 0.0 0.0 0.0
H -6.2090 -0.1187 -1.2315 0.0 0.0 -0.1
H -4.8392 -1.7680 -2.4867 -0.1 0.0 0.0
H -4.9845 -2.2220 -0.7898 0.0 0.0 0.0
H -1.4602 -3.1493 -0.2031 0.0 -0.1 0.0
H -2.9072 -3.9250 -0.8424 0.1 -0.1 0.1
H -2.8778 -3.8982 1.6267 -0.1 -0.1 0.0
H -4.2639 -2.9757 1.0291 0.0 -0.1 0.0
Cl 1.1419 3.9322 7.9347 0.0 0.0 0.1
C 1.3021 2.9853 6.4700 -0.1 0.0 0.0
C 2.5039 2.3010 6.2127 -0.1 0.0 -0.1
C 2.6373 1.5630 5.0737 0.1 0.0 0.1
C 1.5867 1.4298 4.0885 -0.1 0.1 0.1
O 1.7626 0.7640 3.0408 0.1 0.0 0.1
C 0.3606 2.1346 4.4120 0.3 -0.1 0.0
C -0.8145 2.0863 3.5852 -0.3 0.1 0.1
O -1.0352 1.3935 2.6010 -0.6 0.7 0.9
C 0.2654 2.9038 5.5875 0.0 0.0 0.0
H 3.3159 2.3753 6.9256 0.0 0.0 0.0
H 3.5631 1.0385 4.8683 0.0 0.0 0.0
H -1.6139 2.7815 3.9322 0.0 -0.1 0.0
H -0.6624 3.4285 5.7897 0.0 0.0 0.0
O 2.1956 -1.5122 -2.7849 0.1 0.1 -0.1
S 1.9935 -0.5602 -1.7120 -0.1 0.1 -0.5
O 1.9920 -1.1481 -0.3794 0.5 -0.4 -0.3
N 0.7164 0.3448 -1.8191 0.6 -0.3 -0.1
C 0.4600 1.1413 -2.8964 0.1 0.1 -0.5
C 1.2198 1.2138 -4.0639 -0.1 -0.1 0.4
C 0.8865 2.0760 -5.1142 -0.1 0.2 -0.1
C -0.2233 2.8742 -5.0605 0.1 0.0 -0.1
C -1.0437 2.8312 -3.9141 0.0 -0.1 0.2
C -2.2213 3.6030 -3.8071 0.0 0.0 0.1
C -2.9652 3.5500 -2.6637 0.0 0.1 -0.1
C -2.5218 2.7221 -1.6148 0.1 -0.1 0.0
N -1.4531 1.9705 -1.6847 0.1 0.0 0.2
C -0.7053 1.9934 -2.8139 -0.1 0.1 -0.3
C 3.4252 0.5366 -1.7343 -0.1 -0.3 -0.2
C 4.5005 0.1880 -2.5379 -0.1 0.0 0.0
C 5.6269 0.9968 -2.5753 0.0 0.0 0.0
C 5.6689 2.1549 -1.8112 0.0 0.0 -0.1
C 4.5878 2.4986 -1.0107 0.0 0.1 0.0
C 3.4605 1.6923 -0.9707 0.0 0.0 0.1
H 2.0778 0.5660 -4.1662 0.0 0.0 0.0
H 1.5228 2.1016 -5.9917 0.0 0.0 0.0
H -0.4890 3.5402 -5.8734 0.0 0.0 0.0
H -2.5156 4.2261 -4.6443 0.0 0.0 0.0
H -3.8702 4.1330 -2.5491 0.0 0.0 0.0
H -3.0704 2.6862 -0.6806 0.0 0.0 0.0
H 4.4196 -0.7182 -3.1249 0.1 0.0 0.0
H 6.4651 0.7212 -3.2030 0.0 0.0 0.0
H 6.5435 2.7925 -1.8462 0.0 0.0 0.0
H 4.6254 3.4003 -0.4129 0.0 0.0 0.0
H 2.6177 1.9643 -0.3478 0.0 0.0 0.0
S -0.1675 -5.0790 1.8437 -0.2 0.1 0.1
C 1.2287 -4.7796 0.9754 0.0 -0.1 0.1
N 2.0413 -3.7315 1.3108 0.0 0.0 -0.2
C 3.2220 -3.4546 0.7130 0.1 0.0 -0.1
C 3.6849 -4.2361 -0.2952 0.0 0.0 0.0
C 2.8762 -5.3099 -0.7249 -0.1 0.0 0.1
C 1.6889 -5.5767 -0.1083 0.2 0.0 -0.1
H 1.6898 -3.0950 2.0132 0.0 -0.1 0.1
H 3.7450 -2.5828 1.0737 -0.1 0.0 0.0
H 4.6211 -4.0087 -0.7803 0.0 0.1 0.0
H 3.1996 -5.9224 -1.5572 0.0 0.0 0.0
H 1.0559 -6.3950 -0.4149 0.0 0.0 0.0

=====

21
Properties=species:S:1:pos:R:3:forces:R:3 method="wB97M-V/def2-TZVPD" charge=-2 homo_lumo_gap_ev="3.33 / 5.77" lumo_energy_ev="6.7 / 6.7" spin_multiplicity=2 s_squared=0.75 relative_energy_kj_mol=554.0
C -0.0123 1.1429 -0.6856 -2.0 0.7 1.3
N 0.1505 2.3125 0.2499 2.9 -0.3 -1.0
C -0.2306 1.0814 2.9567 -2.9 -0.3 1.3
O -1.2070 1.8375 2.6255 2.1 -0.9 0.4
C 0.1677 -0.2073 -0.0134 -0.4 -0.9 -1.2
C -0.5337 -1.4167 -0.6772 1.2 -2.3 -1.0
C -0.0242 -1.9479 -2.1097 -3.4 -0.1 3.0
N 1.5078 -2.5814 -1.6451 -1.9 3.3 -0.9
H -1.0691 1.1776 -1.0506 0.5 0.3 0.2
H 0.5788 1.2270 -1.5603 0.9 0.2 -0.9
H 1.1503 2.3343 0.7391 -2.9 -0.5 -1.4
H 0.8032 1.3942 2.6595 0.5 1.0 -0.7
H -0.5133 2.1323 0.9834 -0.1 0.4 0.7
H 1.2167 -0.3977 -0.1683 0.7 -0.4 1.2
H -0.2273 -0.1746 1.0032 0.7 0.0 0.1
H -0.2840 -2.4163 -0.1366 -0.9 2.0 -0.1
H -1.6034 -1.2834 -0.8187 -0.3 0.1 0.4
H -0.3830 -1.1785 -2.8489 1.3 -0.7 0.0
H 1.1310 -1.5216 -2.1677 3.7 -1.2 0.2
H 1.6778 -3.1838 -2.4279 0.2 -0.4 -1.2
H -0.6322 -2.8417 -2.2684 0.2 -0.1 -0.5

=====

44
Properties=species:S:1:pos:R:3:forces:R:3 method="wB97M-V/def2-TZVPD" charge=+3 homo_lumo_gap_ev=3.79 lumo_energy_ev=-13.5 relative_energy_kj_mol=369.5
Ga -0.1213 -0.0698 -3.1802 0.0 0.0 4.4
O -0.6343 2.8453 -3.1796 1.0 -4.7 0.2
C -0.4347 1.7111 -3.1799 -2.5 10.7 -0.2
C 1.5777 -0.6887 -3.1812 10.3 -4.4 -0.1
O 2.6598 -1.0829 -3.1818 -4.7 1.9 0.2
C -1.5064 -1.2322 -3.1795 -8.5 -7.1 1.1
O -2.3885 -1.9725 -3.1787 4.3 3.5 -0.1
C -0.1219 -0.0694 -4.9911 -0.1 -0.2 -12.6
O -0.1220 -0.0691 -6.1394 0.1 0.1 4.9
O 0.5237 0.5575 -1.5917 0.4 0.6 -2.1
As 0.1595 0.1706 -0.0226 -0.1 -0.2 6.2
C -1.7484 0.4043 0.3736 0.1 -0.2 -0.2
C -2.1758 0.1560 1.6856 0.1 -0.1 -0.1
C -3.5195 0.3039 2.0367 0.1 0.1 -0.5
C -4.4502 0.7036 1.0747 0.5 0.0 -0.1
C -4.0340 0.9548 -0.2357 0.3 -0.1 0.1
C -2.6877 0.8073 -0.5862 -0.2 -0.3 0.7
C 0.7686 -1.6575 0.2987 -0.4 0.0 -0.4
C 2.1042 -2.0184 0.0779 0.0 -0.3 0.0
C 2.5338 -3.3228 0.3437 -0.4 0.3 0.0
C 1.6308 -4.2723 0.8302 -0.2 0.4 -0.1
C 0.2961 -3.9189 1.0462 0.3 0.3 -0.1
C -0.1344 -2.6157 0.7806 0.0 -0.2 -0.1
C 1.2132 1.4792 0.9774 -0.2 0.1 0.1
C 2.5998 1.5621 0.7896 0.0 0.2 0.1
C 3.3509 2.5104 1.4912 -0.5 -0.2 -0.1
C 2.7204 3.3830 2.3821 -0.3 -0.3 -0.2
C 1.3380 3.3087 2.5703 0.2 -0.3 -0.3
C 0.5853 2.3610 1.8694 0.1 0.0 0.0
H -1.4616 -0.1543 2.4394 0.0 0.0 0.1
H -3.8391 0.1097 3.0519 0.1 0.0 0.0
H -5.4918 0.8187 1.3451 0.0 0.0 0.0
H -4.7556 1.2655 -0.9799 0.0 0.0 0.0
H -2.3950 1.0096 -1.5991 0.1 0.3 -0.6
H 2.8142 -1.2967 -0.2941 0.2 0.1 0.1
H 3.5675 -3.5963 0.1771 0.0 0.1 0.0
H 1.9645 -5.2800 1.0401 0.0 0.0 0.0
H -0.4037 -4.6531 1.4239 0.0 0.1 0.0
H -1.1683 -2.3558 0.9580 -0.1 0.0 0.0
H 3.1001 0.9033 0.0965 0.2 -0.1 -0.1
H 4.4210 2.5716 1.3409 0.0 0.0 0.0
H 3.3020 4.1185 2.9227 0.0 0.0 0.0
H 0.8487 3.9875 3.2569 0.0 -0.1 0.0
H -0.4835 2.3224 2.0219 -0.1 0.0 0.0

=====

18
Properties=species:S:1:pos:R:3:forces:R:3 method="wB97M-V/def2-TZVPD" homo_lumo_gap_ev=8.58 lumo_energy_ev=0.3 relative_energy_kj_mol=317.1
C -2.4692 0.6289 1.2149 0.1 -0.3 0.0
C -1.5458 0.5370 0.0312 -0.8 2.6 -0.3
O -1.6647 -0.2367 -0.8814 0.7 0.0 0.3
C -0.4043 1.9728 -0.1016 -3.4 -5.1 1.2
O -0.8163 3.0168 0.2625 1.3 0.6 -0.6
H -3.3991 0.0905 1.0331 0.1 -0.1 0.0
H -1.9560 0.1945 2.0760 -0.1 0.0 0.1
H -2.6742 1.6736 1.4473 0.1 0.0 0.0
H 0.3279 1.1938 -0.3519 2.1 2.2 -0.8
C 1.2386 -1.1518 0.7969 0.2 -0.4 0.1
C 2.0359 -0.8289 -0.2134 -0.3 0.6 -0.1
C 1.6873 -0.9948 -1.6583 0.0 0.0 0.0
H 0.2972 -1.6570 0.6302 -0.1 0.0 -0.1
H 1.5540 -1.0491 1.8256 0.0 0.2 0.1
H 2.9661 -0.3076 -0.0082 0.1 -0.2 0.1
H 0.6569 -1.3243 -1.7808 0.0 -0.1 0.0
H 2.3650 -1.7097 -2.1307 -0.1 0.0 0.0
H 1.8008 -0.0480 -2.1916 0.0 0.0 0.0

=====

18
Properties=species:S:1:pos:R:3:forces:R:3 method="wB97M-V/def2-TZVPD" charge=-1 homo_lumo_gap_ev=7.10 lumo_energy_ev=3.5 relative_energy_kj_mol=152.4
C -0.8733 1.0999 -0.6691 0.1 1.9 0.5
C -0.1730 2.5240 -0.4901 3.1 -2.1 -2.0
C -1.5924 0.6280 0.5908 -1.1 -0.6 0.4
H -1.5454 1.0565 -1.5151 -0.3 0.2 -0.3
H -0.1425 0.3578 -0.8375 1.1 -0.5 -0.5
H 0.2580 3.0877 -1.5171 -1.4 -1.6 2.9
H 0.6976 2.3159 0.2254 -0.6 0.2 -1.4
H -2.5622 1.2119 0.7504 1.1 -0.8 -0.2
H -1.8429 -0.5110 0.3847 0.5 2.3 1.1
H -0.7126 3.1246 0.1481 -1.9 1.9 0.7
H -0.9610 0.8123 1.5222 -0.7 -0.8 -1.2
C 1.6414 -1.9996 -0.3112 -0.3 2.3 0.6
C 0.9843 -2.6213 0.9416 0.0 -0.1 0.0
O 1.1963 -2.2603 2.1269 0.7 0.8 -0.9
O 0.2350 -3.5200 0.5857 -1.9 -2.1 -0.3
H 2.6475 -1.7896 -0.0652 1.4 0.6 0.1
H 1.1362 -1.0552 -0.6025 0.4 0.0 0.8
H 1.6089 -2.4615 -1.2680 -0.2 -1.6 -0.3

=====

83
Properties=species:S:1:pos:R:3:forces:R:3 method="wB97M-V/def2-TZVPD" charge=+2 homo_lumo_gap_ev="4.42 / 2.45" lumo_energy_ev="-8.4 / -10.4"
Pb 0.1319 0.9362 2.8243 -1.4 -1.2 1.8
C -2.0902 1.8959 -5.7923 0.8 3.0 -1.3
C -2.1860 0.6569 -5.3006 0.0 -3.2 0.8
C -1.3899 -0.5416 -5.7096 0.5 0.3 -0.1
C 0.0105 -0.2767 -6.3039 0.1 -0.5 0.2
C 0.8911 0.6022 -5.4528 -0.3 -1.5 0.3
C 0.9659 1.9301 -5.4809 0.1 1.4 -0.2
C 0.2120 2.8528 -6.4044 0.0 0.0 0.1
C -1.1753 2.3736 -6.8845 -0.6 0.6 0.0
C 2.2238 1.1419 3.7061 2.1 0.8 1.1
H -2.7741 2.6820 -5.4441 0.1 -0.5 0.1
H -2.9857 0.4221 -4.5909 0.1 0.2 -0.2
H -1.9620 -1.1314 -6.4462 -0.3 0.1 0.3
H -1.2756 -1.1897 -4.8263 -0.1 0.1 -0.2
H 0.5108 -1.2570 -6.3677 -0.2 0.4 -0.2
H -0.0834 0.1013 -7.3288 0.2 -0.1 0.2
H 1.5631 0.0238 -4.8016 -0.2 0.6 -0.1
H 1.7057 2.4507 -4.8584 -0.2 -0.4 -0.2
H 0.8161 3.0694 -7.3027 0.0 0.0 0.4
H 0.0863 3.8160 -5.8857 0.0 -0.3 -0.2
H -1.6641 3.2537 -7.3356 0.2 -0.4 0.0
H -1.0611 1.6296 -7.6820 -0.1 0.0 0.2
H 2.0634 1.8484 4.5419 -0.2 -0.4 -0.4
H 2.9145 1.5857 2.9734 -0.6 -0.1 0.0
H 2.6190 0.1806 4.0701 -0.8 0.2 -0.2
P 1.6189 -0.4136 0.7288 3.0 -0.3 -1.0
P -1.4585 -0.7271 0.7361 -3.3 -0.4 -1.0
N 2.6325 0.8593 0.0712 -0.2 -0.1 0.1
N 2.8311 -1.6650 1.0462 -0.6 0.3 0.3
N -2.2926 0.4710 -0.2678 0.7 0.5 0.0
N -2.8530 -1.7153 1.0412 0.5 -0.3 0.7
C 0.8433 -1.0246 -0.8157 -0.4 -0.2 -0.2
C -0.5430 -1.6570 -0.5553 0.4 -0.2 0.0
C 2.5510 2.2189 0.4094 0.6 -0.1 -0.3
C 3.5220 2.9099 -0.2887 -0.5 -0.6 0.2
C 4.2135 1.9627 -1.1163 -0.8 -0.8 0.5
C 3.6426 0.7185 -0.8859 0.1 0.9 0.1
C 3.7427 -1.6236 2.1196 0.1 -1.1 -0.2
C 4.3717 -2.8582 2.2280 -0.8 0.9 -0.6
C 3.8335 -3.7013 1.1979 -0.7 1.0 -0.2
C 2.8829 -2.9614 0.5138 0.6 -0.3 0.4
C -2.5307 1.7852 0.1628 0.1 0.0 -0.8
C -2.8646 2.5613 -0.9318 0.2 -0.5 0.2
C -2.8408 1.7103 -2.0857 0.2 -0.8 0.9
C -2.5109 0.4408 -1.6430 0.2 0.5 -0.1
C -3.9150 -2.0853 0.2035 -0.4 -0.6 0.7
C -4.7521 -2.9520 0.8997 1.3 0.9 -0.1
C -4.1758 -3.1440 2.2080 0.7 0.7 -0.5
C -3.0190 -2.3866 2.2680 -0.8 -0.3 -0.4
H 1.5098 -1.7461 -1.3040 -0.1 0.3 0.1
H 0.7552 -0.1639 -1.4994 0.0 -0.1 0.4
H -1.1198 -1.6970 -1.4842 0.1 -0.1 0.3
H -0.4440 -2.6948 -0.1966 -0.1 0.3 0.1
H 1.8208 2.5622 1.1316 0.2 0.1 -0.2
H 3.7249 3.9707 -0.2085 -0.1 -0.2 0.0
H 5.0337 2.1790 -1.7861 -0.1 -0.1 0.1
H 3.8520 -0.2525 -1.3093 0.1 0.1 0.1
H 3.8628 -0.7213 2.6919 0.1 0.0 -0.1
H 5.1313 -3.1352 2.9462 -0.1 0.2 -0.1
H 4.1167 -4.7222 0.9770 -0.1 0.2 0.1
H 2.2487 -3.2372 -0.3123 0.1 -0.1 0.1
H -2.4527 2.0273 1.2183 -0.1 0.0 -0.3
H -3.1155 3.6153 -0.9420 0.1 -0.2 0.2
H -3.0397 1.9825 -3.1131 -0.2 0.1 0.3
H -2.4199 -0.4894 -2.1941 -0.1 0.3 0.1
H -3.9810 -1.6932 -0.7976 -0.1 0.0 0.1
H -5.6711 -3.3852 0.5287 0.2 0.1 0.0
H -4.5819 -3.7624 2.9963 0.1 0.1 -0.1
H -2.2955 -2.2182 3.0526 -0.1 -0.1 0.1
C 1.2266 -1.0325 6.7175 0.0 -0.1 -0.3
Si -0.3617 -0.2121 6.1080 0.2 0.3 2.8
C -1.7432 -0.9851 7.1489 -0.2 -0.1 -0.6
C -0.2647 1.5945 6.6987 -0.1 -0.1 -0.3
O -0.5450 -0.3596 4.5143 0.3 0.8 -3.1
H 1.2190 -1.0187 7.8176 0.0 0.0 -0.3
H 2.1411 -0.5245 6.3777 -0.2 -0.1 0.1
H 1.2744 -2.0830 6.3961 0.0 0.2 0.1
H -1.5673 -0.8688 8.2252 0.2 0.1 -0.2
H -2.7199 -0.5330 6.9331 0.1 -0.1 0.0
H -1.8306 -2.0608 6.9493 0.0 0.1 0.0
H 0.6356 2.1293 6.3549 -0.2 -0.1 0.1
H -1.1522 2.1757 6.4014 0.2 -0.1 0.1
H -0.2436 1.5811 7.8006 0.1 0.0 -0.4